{
  "formula": "C54H70BrIN3O4",
  "method": "ωB97M-V with the def2-TZVPD basis set",
  "gap_ev": 7.8,
  "total_charge": 1,
  "multiplicity": 1,
  "fmax_ev_per_a": 2.35,
  "lumo_ha": -0.102,
  "homo_energy_ev": -10.6,
  "molar_mass_g_mol": 1032.0,
  "elements": ["C", "C", "N", "C", "C", "Br", "N", "C", "O", "O", "C", "C", "C", "C", "C", "C", "C", "O", "C", "C", "C", "O", "N", "C", "C", "C", "I", "H", "H", "H", "H", "H", "H", "H", "H", "H", "H", "H", "H", "H", "H", "H", "H", "H", "H", "H", "H", "H", "H", "H", "H", "H", "H", "H", "H", "H", "H", "H", "H", "H", "H", "C", "C", "C", "C", "C", "C", "H", "H", "H", "H", "H", "H", "C", "C", "C", "C", "C", "C", "H", "H", "H", "H", "H", "H", "C", "C", "C", "C", "C", "C", "H", "H", "H", "H", "H", "H", "C", "C", "C", "C", "C", "C", "H", "H", "H", "H", "H", "H", "C", "C", "C", "C", "C", "C", "H", "H", "H", "H", "H", "H", "C", "C", "C", "C", "C", "C", "H", "H", "H", "H", "H", "H"],
  "xyz": [[3.328349, 1.347597, -0.147975], [2.427439, 1.134492, -1.129877], [0.978011, 1.360582, -0.888263], [0.132769, 0.656117, -1.902784], [-1.314203, 0.872412, -1.623007], [-1.771944, -0.324861, -0.046591], [-1.656391, 2.197781, -1.461270], [-3.083892, 2.489080, -1.451091], [-3.818484, 1.345470, -1.725240], [-3.903938, 1.215717, -3.170203], [-0.824086, 3.113460, -0.680035], [-1.068673, 2.870235, 0.858654], [-1.043852, 4.050253, 1.823871], [0.343786, 4.537609, 2.231484], [0.816529, 5.847786, 1.585058], [2.106697, 5.738411, 0.787244], [2.853781, 7.051211, 0.749462], [3.973742, 7.036770, -0.086782], [3.703824, 7.074502, -1.471561], [-1.191152, 4.560897, -1.002078], [-1.445569, 4.982466, -2.444297], [-1.513479, 4.200317, -3.383616], [-1.637278, 6.395404, -2.629522], [-0.357301, 7.069972, -2.893744], [-2.318418, 7.050418, -1.520218], [0.669795, 2.849296, -0.889929], [1.585688, 3.795891, -2.577245], [4.365822, 1.329836, -0.402917], [3.062118, 1.559078, 0.870698], [2.697715, 0.766476, -2.096872], [0.812700, 0.935113, 0.027972], [0.313895, -0.393893, -1.775560], [0.422273, 0.964298, -2.892229], [-1.868526, 0.455566, -2.441896], [-3.426066, 2.845971, -0.488986], [-3.322299, 3.237440, -2.188806], [-4.808131, 0.904572, -3.271167], [-0.314756, 2.193402, 1.227786], [-1.993807, 2.336968, 0.981570], [-1.648122, 4.886396, 1.511619], [-1.521267, 3.686634, 2.718646], [1.064825, 3.751676, 2.071509], [0.333442, 4.687681, 3.296106], [1.008712, 6.555360, 2.374729], [0.031102, 6.280066, 0.983302], [2.745249, 5.012928, 1.268186], [1.928296, 5.405322, -0.227800], [3.208172, 7.260140, 1.746987], [2.164933, 7.845099, 0.473940], [2.641866, 7.118025, -1.673955], [4.157863, 7.952514, -1.902160], [4.098914, 6.187850, -1.939804], [-2.099377, 4.767386, -0.468479], [-0.422649, 5.206412, -0.613681], [0.278636, 7.090171, -2.012161], [-0.567383, 8.080302, -3.186879], [0.144926, 6.565508, -3.698031], [-3.169713, 6.476427, -1.193783], [-1.671032, 7.230948, -0.664556], [-2.674007, 8.012400, -1.848970], [1.159460, 3.253489, -0.026779], [3.026832, 4.947977, -6.049775], [4.216896, 5.615660, -5.798930], [4.943596, 6.148991, -6.852981], [4.475667, 6.017105, -8.152392], [3.283676, 5.350818, -8.399817], [2.557612, 4.813110, -7.347713], [2.458821, 4.529857, -5.227924], [4.579911, 5.721079, -4.784073], [5.873949, 6.666409, -6.662283], [5.040934, 6.435074, -8.974070], [2.920113, 5.251245, -9.413308], [1.629068, 4.291863, -7.539348], [5.090255, -1.364186, 3.578545], [4.026514, -0.921789, 2.806841], [3.333804, -1.813498, 1.998311], [3.710188, -3.149297, 1.959018], [4.774290, -3.590096, 2.731733], [5.461960, -2.699423, 3.542229], [5.630660, -0.668909, 4.206517], [3.741649, 0.123254, 2.839209], [2.504347, -1.468967, 1.390688], [3.180972, -3.848842, 1.325088], [5.067674, -4.630591, 2.697699], [6.293876, -3.044429, 4.140859], [1.325564, -7.175922, 1.919422], [2.190883, -6.547098, 2.802373], [3.327242, -7.206444, 3.249811], [3.598488, -8.495708, 2.814646], [2.735479, -9.124166, 1.929175], [1.600272, -8.464165, 1.481220], [0.440723, -6.661184, 1.572044], [1.980442, -5.540575, 3.141565], [3.999825, -6.716788, 3.942341], [4.483374, -9.010226, 3.164557], [2.949222, -10.127882, 1.586686], [0.924805, -8.956448, 0.793540], [-2.683391, -3.800189, 1.239962], [-2.505486, -5.133201, 0.898285], [-3.063471, -6.128381, 1.689882], [-3.797909, -5.792126, 2.817761], [-3.977110, -4.459697, 3.156425], [-3.416970, -3.465181, 2.368948], [-2.260121, -3.010696, 0.631781], [-1.938165, -5.397375, 0.014565], [-2.928535, -7.168490, 1.429379], [-4.233689, -6.569638, 3.430468], [-4.554498, -4.196083, 4.032544], [-3.555388, -2.424118, 2.633734], [-6.816951, 0.123323, 4.846863], [-5.623746, -0.471901, 4.464150], [-5.068490, -1.476775, 5.243314], [-5.708878, -1.891634, 6.401928], [-6.903068, -1.297484, 6.783422], [-7.455613, -0.288780, 6.007505], [-7.250585, 0.907524, 4.240572], [-5.127052, -0.152767, 3.556380], [-4.134403, -1.937453, 4.948198], [-5.277582, -2.677834, 7.007355], [-7.403684, -1.621164, 7.685820], [-8.385402, 0.175714, 6.307073], [-2.313934, -9.610027, -2.240488], [-2.563068, -10.742523, -3.002404], [-1.616449, -11.755032, -3.072029], [-0.422456, -11.639684, -2.374427], [-0.176725, -10.509749, -1.608981], [-1.118570, -9.494632, -1.546673], [-3.050340, -8.818376, -2.188587], [-3.495297, -10.835923, -3.542976], [-1.809793, -12.635275, -3.670177], [0.313923, -12.430285, -2.425973], [0.755004, -10.416492, -1.066244], [-0.917225, -8.610246, -0.956878]],
  "forces_ev_per_a": [[-1.6399, -0.3622, -1.6096], [1.2924, 0.2588, 1.9460], [0.8295, 0.1179, -0.8290], [0.1841, -0.4053, 0.7510], [0.0010, 0.5212, -0.1798], [0.1386, -0.2618, 0.3086], [0.3442, 0.3844, -0.0218], [-0.2356, -0.0782, -0.5668], [-0.6043, -0.2383, -0.2847], [0.6003, 0.2391, 0.3642], [-0.4598, -0.5522, 0.4466], [0.0496, 0.5371, -0.2635], [0.2884, -0.2731, 0.1982], [-0.2875, 0.5113, -0.2442], [0.4151, -0.2955, 0.0903], [-0.1520, 0.0096, 0.0710], [-0.1567, -0.0752, -0.1278], [0.3631, -0.0389, 0.0734], [-0.1020, 0.0611, 0.3687], [-0.0514, -0.5884, -0.7806], [-0.3957, -0.6786, -1.6013], [0.3095, 1.4704, 1.3780], [0.3192, -0.6332, 0.4295], [-0.6513, -0.4220, -0.1900], [0.1740, 0.0178, -0.1012], [-0.2801, -0.0739, -0.3567], [0.1712, -0.3230, -0.0524], [0.4609, -0.3645, 0.0244], [-0.1554, 0.3295, 0.2617], [-0.1150, 0.1932, -0.4948], [-0.6240, 0.1972, 0.1467], [0.3752, -0.5086, -0.1338], [0.1111, 0.4336, -0.3201], [-0.3875, -0.4464, -0.0836], [-0.0482, -0.1310, 0.5436], [0.0259, 0.3231, -0.3403], [-0.3420, -0.0856, 0.0858], [0.2682, -0.5226, 0.2017], [-0.4633, -0.1561, -0.0795], [-0.2830, 0.2799, -0.2220], [-0.3045, -0.2106, 0.3704], [0.4289, -0.3982, -0.1109], [0.0254, 0.0387, 0.5216], [-0.0458, 0.4104, 0.3817], [-0.3037, 0.2616, -0.1878], [0.3696, -0.4190, 0.0834], [-0.0745, -0.1534, -0.3216], [0.2095, 0.2192, 0.3491], [-0.2040, 0.3972, -0.1732], [-0.4514, 0.0192, -0.0646], [0.2586, 0.3127, -0.2034], [0.2276, -0.3717, -0.2768], [-0.3714, 0.3178, 0.3595], [0.2119, 0.3830, 0.3055], [0.2675, -0.0091, 0.3525], [-0.0476, 0.5370, -0.1795], [0.3016, -0.1507, -0.4070], [-0.3920, -0.1697, 0.0275], [0.2528, 0.0125, 0.3415], [-0.1597, 0.3512, -0.2139], [0.5619, 0.2564, 0.2513], [0.0343, 0.0450, 0.0415], [-0.0152, -0.0112, 0.0342], [0.0138, 0.0158, -0.0081], [0.0003, -0.0017, -0.0039], [0.0125, 0.0093, -0.0141], [-0.0363, -0.0166, 0.0056], [-0.0474, -0.0381, -0.0224], [0.0169, -0.0056, 0.0137], [0.0162, 0.0164, 0.0025], [0.0128, 0.0068, -0.0190], [-0.0043, -0.0056, -0.0251], [-0.0169, -0.0011, -0.0004], [0.0275, 0.0406, 0.0240], [-0.0516, 0.0180, -0.0691], [0.0549, 0.0260, -0.0204], [-0.0452, 0.0155, -0.0595], [-0.0006, -0.0389, -0.0061], [0.0400, -0.0064, 0.0001], [0.0037, 0.0136, 0.0214], [-0.0256, 0.0101, 0.0408], [-0.0271, -0.0240, 0.0209], [-0.0251, -0.0091, 0.0094], [-0.0058, -0.0275, -0.0079], [0.0120, -0.0092, 0.0204], [0.0502, -0.0383, -0.0414], [0.0200, 0.0736, 0.0117], [0.0082, 0.0086, 0.0079], [0.0372, 0.0118, 0.0014], [-0.0100, -0.0064, -0.0329], [-0.0387, 0.0051, -0.0066], [-0.0853, 0.0285, -0.0024], [-0.0120, 0.0016, 0.0331], [-0.0011, 0.0020, 0.0266], [0.0137, -0.0129, 0.0117], [-0.0053, -0.0245, 0.0027], [-0.0134, -0.0092, 0.0067], [-0.0016, 0.0728, 0.0323], [-0.0059, -0.0162, 0.0055], [0.0336, 0.0085, -0.0205], [-0.0022, -0.0231, -0.0148], [-0.0068, 0.0220, 0.0511], [-0.0054, 0.0278, 0.0103], [0.0275, -0.1150, -0.0487], [0.0048, -0.0036, -0.0090], [0.0176, -0.0683, -0.0343], [-0.0050, -0.0164, 0.0096], [-0.0267, 0.0043, 0.0116], [-0.0252, 0.0188, -0.0086], [-0.0026, 0.0085, -0.0117], [0.0133, 0.0069, -0.0046], [0.0403, -0.0073, -0.0221], [0.0050, -0.0072, 0.0081], [-0.0106, -0.0046, 0.0050], [-0.0105, 0.0070, 0.0051], [-0.0150, 0.0130, -0.0119], [0.0094, 0.0020, -0.0192], [0.0208, -0.0065, 0.0126], [0.0104, -0.0089, 0.0137], [-0.0103, -0.0038, 0.0212], [-0.0210, 0.0038, 0.0034], [-0.0189, 0.0048, -0.0117], [-0.0036, 0.0004, -0.0085], [-0.0025, -0.0050, 0.0010], [-0.0317, -0.0214, -0.0047], [0.0748, 0.0034, -0.0039], [-0.0043, 0.0352, 0.0270], [-0.0101, 0.0017, -0.0003], [-0.0181, -0.0037, -0.0160], [-0.0084, -0.0198, -0.0072], [0.0142, -0.0152, -0.0037], [0.0282, -0.0161, -0.0038], [-0.0084, 0.0534, 0.0393]]
}